(1)
C3H6N4O | ωB97M-V/def2-TZVPD

Values from the calculation:
ΔE to the lowest compared entry with this formula, charge and spin in kcal/mol: 39.0
Gap between HOMO and LUMO in eV: 10.3235
Highest occupied orbital energy in eV: -9.89
Electronic energy in eV: -11215.086
SMILES: [H]/N=C(N)\N=C/NC=O
E_LUMO in eV: 0.435

The geometry in ORCA input format:
```
! RIJCOSX wB97M-V def2-TZVPD def2/J DEFGRID3
* xyz 0 1
H 2.6632 -1.1589 -0.9068
N 2.8399 -0.1407 -0.7460
C 1.8401 0.1179 -0.0237
N 1.3859 1.4119 0.3755
N 1.0554 -0.8959 0.5982
C -0.1673 -1.0627 0.2006
N -1.0995 -0.1915 -0.3036
C -2.5271 -0.1992 0.0606
O -3.2180 0.6945 -0.2872
H 2.1785 2.1309 0.4032
H 1.0628 1.2539 1.2863
H -0.7039 -1.9517 0.4572
H -0.7624 0.8447 -0.3034
H -2.8399 -1.0975 0.4660
*
```

***

(2)
C25H32BN2 | ωB97M-V/def2-TZVPD

Values from the calculation:
ΔE to the lowest compared entry with this formula, charge and spin in kcal/mol: 0.0
Gap between HOMO and LUMO in eV: 6.2646
Highest occupied orbital energy in eV: -11.28
Electronic energy in eV: -30093.913
E_LUMO in eV: -5.013

The geometry in ORCA input format:
```
! RIJCOSX wB97M-V def2-TZVPD def2/J DEFGRID3
* xyz 1 1
C 1.5516 -4.2938 0.7573
C 1.6616 -2.9846 -0.0008
N 2.1514 -1.8177 0.8363
C 3.3483 -2.1521 1.6012
C 4.4843 -2.5383 0.9095
C 5.6420 -2.8713 1.5780
C 5.6779 -2.8205 2.9543
C 4.5562 -2.4365 3.6584
C 3.3973 -2.1023 2.9855
C 2.3793 -0.5985 -0.0741
C 2.8767 0.6026 0.7198
C 1.1782 -0.2119 -0.9315
B 0.9249 -1.4996 1.7741
H -0.0456 -1.3144 1.1412
H 1.2861 -5.1224 0.0963
H 2.4924 -4.5584 1.2448
H 0.7851 -4.2477 1.5319
H 2.3466 -3.0961 -0.8470
H 0.6939 -2.7175 -0.4283
H 4.4557 -2.5839 -0.1649
H 6.5133 -3.1711 1.0196
H 6.5817 -3.0823 3.4756
H 4.5858 -2.3976 4.7352
H 2.5309 -1.8034 3.5477
H 3.1862 -0.9058 -0.7579
H 3.1707 1.4182 0.0564
H 2.0948 0.9880 1.3737
H 3.7390 0.3500 1.3389
H 1.4314 0.6114 -1.6023
H 0.8299 -1.0327 -1.5598
H 0.3448 0.1281 -0.3168
H 0.6962 -2.3940 2.5001
H 1.1188 -0.5470 2.4315
C -2.7310 -1.0217 -2.0395
C -3.6268 -0.0986 -1.3319
N -3.4702 1.2440 -1.2951
C -4.3618 2.1164 -0.6012
C -5.5050 1.8420 0.1441
C -6.1923 2.8893 0.7185
C -5.7614 4.2086 0.5632
C -4.6345 4.5006 -0.1701
C -3.9288 3.4478 -0.7565
C -2.7399 3.4229 -1.5633
C -2.4690 2.0761 -1.8861
C -1.3593 1.7752 -2.6706
C -0.5490 2.7987 -3.1125
C -0.8220 4.1287 -2.7899
C -1.9126 4.4530 -2.0180
H -3.0464 -2.0629 -1.9413
H -2.7052 -0.7951 -3.1063
H -1.7173 -0.9573 -1.6431
H -4.4703 -0.5053 -0.8062
H -5.8389 0.8267 0.2644
H -7.0779 2.6863 1.2977
H -6.3172 5.0081 1.0230
H -4.2914 5.5117 -0.2984
H -1.1394 0.7568 -2.9309
H 0.3104 2.5682 -3.7201
H -0.1738 4.9096 -3.1504
H -2.1366 5.4735 -1.7634
*
```

***

(3)
C4H6IN2 | ωB97M-V/def2-TZVPD

Values from the calculation:
ΔE to the lowest compared entry with this formula, charge and spin in kcal/mol: 69.8
Gap between HOMO and LUMO (spin up / spin down) in eV: 5.7991 / 5.8083
Highest occupied orbital energy (spin up / spin down) in eV: -12.64 / -12.65
Electronic energy in eV: -15316.173
E_LUMO (spin up / spin down) in eV: -6.843 / -6.843

The geometry in ORCA input format:
```
! RIJCOSX wB97M-V def2-TZVPD def2/J DEFGRID3
* xyz 1 1
C 1.0691 1.3323 -0.6163
C 0.2139 0.3843 -1.0760
C 0.6277 0.0095 1.0369
C -0.8393 -1.5661 -0.0477
N 1.2420 1.1413 0.7189
N -0.0330 -0.4740 -0.0256
I -3.8047 -0.3286 0.1474
H 1.5867 2.1641 -1.0641
H -0.2703 0.0324 -1.9277
H 0.6884 -0.4390 1.9607
H -0.7928 -2.3533 0.5857
H -1.4469 -1.7732 -0.8444
H 1.7591 1.8705 1.1523
*
```

***

(4)
C40H45IrN9OPS | ωB97M-V/def2-TZVPD

Values from the calculation:
ΔE to the lowest compared entry with this formula, charge and spin in kcal/mol: 132.4
Gap between HOMO and LUMO (spin up / spin down) in eV: 4.7154 / 4.7885
Highest occupied orbital energy (spin up / spin down) in eV: -8.68 / -8.71
Electronic energy in eV: -80621.878
E_LUMO (spin up / spin down) in eV: -3.962 / -3.925

The geometry in ORCA input format:
```
! RIJCOSX wB97M-V def2-TZVPD def2/J DEFGRID3
* xyz 1 2
Ir -0.8781 1.0644 -0.3246
C -1.2301 5.9390 0.3694
C -1.6068 4.7871 -0.2587
N -1.6506 3.6067 0.4497
C -1.1782 3.6144 1.7333
C -0.8926 4.8660 2.3186
N -0.9298 5.9960 1.6777
C -0.7759 2.3982 2.3238
C -0.9630 2.1466 3.7006
C -0.3565 1.0609 4.2834
C 0.5181 0.3102 3.4701
C 0.6841 0.5927 2.1365
N -0.0742 1.5600 1.5011
C 1.7871 0.0497 1.3710
C 3.0308 -0.1797 1.9677
N 4.1892 -0.0184 1.3690
C 4.1213 0.5080 0.1101
C 2.9683 0.5882 -0.5955
N 1.8005 0.1355 -0.0354
C -0.5564 0.7268 5.7063
C -0.0522 -0.4517 6.2534
C -0.2372 -0.7093 7.6024
N -0.8754 0.1030 8.4289
C -1.3697 1.2176 7.9101
C -1.2429 1.5732 6.5776
H -1.1885 6.8610 -0.1917
H -1.9282 4.7508 -1.2844
H -0.5720 4.8769 3.3532
H -1.6251 2.7887 4.2584
H 1.0867 -0.5041 3.8859
H 3.0669 -0.4527 3.0155
H 5.0428 0.8692 -0.3209
H 2.8985 0.9658 -1.6024
H 0.4609 -1.1864 5.6561
H 0.1520 -1.6235 8.0343
H -1.8978 1.8715 8.5950
H -1.6800 2.5041 6.2533
S -4.1690 1.2876 -1.5315
C -4.4936 1.3662 0.1589
C -3.5949 2.0881 0.8663
C -2.5460 2.5864 0.0185
C -2.7287 2.2407 -1.3404
C -1.7979 2.5327 -2.4157
C -2.1510 2.8345 -3.7220
C -1.1364 2.9543 -4.6632
C 0.1822 2.7672 -4.2691
C 0.4403 2.4464 -2.9427
N -0.5246 2.3444 -2.0384
H -5.3631 0.8736 0.5558
H -3.6603 2.2658 1.9257
H -3.1888 2.9670 -3.9901
H -1.3769 3.1825 -5.6913
H 0.9987 2.8549 -4.9696
H 1.4431 2.2663 -2.5820
O -2.8548 -0.4340 3.0033
C -2.3763 -0.2396 1.9462
N -1.9371 -0.1271 0.8480
C -1.7971 -2.6229 -1.0226
C -0.9164 -2.1964 -2.2080
C -1.0010 -3.3356 -3.2369
C -1.5550 -0.9594 -2.8371
P 0.8239 -1.8117 -1.5805
N 0.6998 -0.3051 -0.8388
C 2.0031 -1.8472 -3.0719
C 2.2194 -3.2794 -3.5971
C 1.4145 -0.9938 -4.2061
C 3.4190 -1.2759 -2.8270
C 1.3443 -3.1175 -0.3285
C 2.8531 -2.9975 -0.0558
C 0.5692 -2.8956 0.9890
C 1.0969 -4.5691 -0.7680
H -2.8319 -2.6058 -1.3675
H -1.7351 -1.9481 -0.1742
H -1.5793 -3.6385 -0.7058
H -2.0641 -3.5268 -3.3883
H -0.5571 -4.2639 -2.8852
H -0.5797 -3.0872 -4.2066
H -2.5959 -1.1946 -3.0584
H -1.0713 -0.6199 -3.7479
H -1.5362 -0.1365 -2.1138
H 1.3183 -3.8693 -3.7160
H 2.9163 -3.8305 -2.9687
H 2.6818 -3.1885 -4.5809
H 0.5617 -1.4542 -4.6955
H 2.1927 -0.8713 -4.9609
H 1.1289 -0.0011 -3.8574
H 3.8202 -1.4264 -1.8311
H 3.4587 -0.2130 -3.0545
H 4.0901 -1.7677 -3.5316
H 3.1610 -2.0128 0.2811
H 3.4508 -3.2751 -0.9216
H 3.0979 -3.7010 0.7414
H 0.2011 -1.8814 1.1219
H 1.2318 -3.1234 1.8227
H -0.2855 -3.5635 1.0523
H 1.6471 -4.8563 -1.6594
H 0.0453 -4.7950 -0.9155
H 1.4481 -5.2053 0.0450
*
```

***

(5)
C3H2NO2P | ωB97M-V/def2-TZVPD

Values from the calculation:
ΔE to the lowest compared entry with this formula, charge and spin in kcal/mol: 29.4
Gap between HOMO and LUMO in eV: 9.1577
Highest occupied orbital energy in eV: -9.67
Electronic energy in eV: -18015.037
E_LUMO in eV: -0.509

The geometry in ORCA input format:
```
! RIJCOSX wB97M-V def2-TZVPD def2/J DEFGRID3
* xyz 0 1
C 0.7671 0.1198 -0.9629
C -0.0410 -0.8351 0.8838
C 1.2869 -0.4881 0.1337
N -0.1473 0.4893 -1.6642
O -1.1796 -0.3324 0.8389
O -1.4574 2.4610 -0.4631
P -1.6276 1.1112 -0.9131
H 0.2301 -1.4595 1.6798
H 2.1687 -1.0663 0.4670
*
```

***

(6)
C4H4O3 | ωB97M-V/def2-TZVPD

Values from the calculation:
ΔE to the lowest compared entry with this formula, charge and spin in kcal/mol: 62.9
Gap between HOMO and LUMO in eV: 8.7279
Highest occupied orbital energy in eV: -8.17
Electronic energy in eV: -10352.486
SMILES: Oc1ccoc1O
E_LUMO in eV: 0.554

The geometry in ORCA input format:
```
! RIJCOSX wB97M-V def2-TZVPD def2/J DEFGRID3
* xyz 0 1
O -1.5960 1.3450 0.0063
C -0.3219 0.7343 0.0596
C 1.0427 1.3069 0.0787
C 1.8494 0.0983 -0.0851
O 1.1286 -1.1226 -0.0826
C -0.2672 -0.6437 0.0376
O -1.3404 -1.4318 -0.0389
H -2.2502 0.8226 -0.4269
H 1.3002 2.2580 -0.1125
H 2.8168 -0.2271 0.3323
H -1.2221 -2.1530 0.5848
*
```

***

Question: Which value of ΔE to the lowest compared entry with this formula, charge and spin does entry 3 give?
Answer: 69.8 kcal/mol